1.
Formula: C43H88FO13P
Source: the OMol25 dataset
Level of theory: the ωB97M-V functional and the def2-TZVPD basis

XYZ file:
```
146
C43H88FO13P | the OMol25 dataset | the ωB97M-V functional and the def2-TZVPD basis
C -0.66819 0.41296 1.02357
C -2.02731 1.10086 1.39311
C -2.37138 2.37091 0.52430
C -2.49248 2.03527 -1.01563
C -2.30429 3.35494 -1.85140
C -0.86573 3.58818 -2.45191
C 0.31169 2.92042 -1.66193
C 0.81252 3.75983 -0.41488
C 2.09156 4.62442 -0.69423
C 3.35431 3.79057 -1.09965
C 4.18959 3.25407 0.13692
C 4.75637 1.83045 -0.28629
C 6.15130 1.86353 -1.00803
C 6.13994 2.27152 -2.53373
C 6.54406 1.11135 -3.52228
C 5.32772 0.71416 -4.46027
C 4.04659 0.40880 -3.58874
C 3.19716 -0.83814 -4.06968
C 3.29571 -1.94972 -2.96321
C 2.35419 -3.19911 -3.21562
P 0.87352 -3.08102 -2.05696
C -0.05798 -1.54764 -2.67335
C -1.62646 -1.78123 -2.65492
C -2.32169 -0.57864 -3.39168
F -3.69899 -0.57411 -3.12961
O 1.44528 -2.82508 -0.47380
C 0.37087 -2.71206 0.46359
C 0.66955 -3.55084 1.75609
C -0.17813 -3.04011 2.99592
C 0.48356 -1.70274 3.54589
H 0.21931 1.07830 1.15424
H -0.53677 -0.45363 1.72180
H -0.67314 -0.00070 -0.01610
H -1.98508 1.44942 2.45934
H -2.89252 0.39425 1.32167
H -1.68906 3.23560 0.68820
H -3.38787 2.71013 0.86527
H -1.85136 1.18590 -1.33844
H -3.55296 1.69221 -1.16528
H -2.65039 4.27146 -1.30552
H -3.00549 3.27429 -2.72916
H -0.67440 4.69688 -2.42036
H -0.76501 3.29272 -3.52364
H 0.13562 1.86495 -1.35409
H 1.18834 2.88603 -2.36819
H -0.01473 4.47318 -0.15274
H 0.99905 3.13685 0.49297
H 2.38352 5.23581 0.20358
H 1.85337 5.38695 -1.48564
H 4.03325 4.48358 -1.67109
H 3.15282 2.93551 -1.78252
H 3.46754 3.04260 0.96598
H 4.99761 3.96062 0.43466
H 3.98212 1.24092 -0.84292
H 4.91069 1.26075 0.67363
H 6.58064 0.82659 -0.94399
H 6.85768 2.50685 -0.42193
H 6.88524 3.10222 -2.64697
H 5.16763 2.69859 -2.88596
H 7.33985 1.49504 -4.21555
H 6.97927 0.21689 -3.01334
H 5.57582 -0.20745 -5.05137
H 5.09796 1.56124 -5.15240
H 4.40561 0.17180 -2.55678
H 3.40061 1.32104 -3.50094
H 2.13287 -0.49714 -4.16638
H 3.59339 -1.18868 -5.05013
H 4.38378 -2.21322 -2.85776
H 3.00159 -1.50009 -1.98245
H 2.05536 -3.32983 -4.28107
H 2.93443 -4.10924 -2.90698
H 0.24402 -1.40327 -3.74713
H 0.20764 -0.62964 -2.09076
H -2.01795 -1.84679 -1.61146
H -1.79781 -2.74368 -3.19688
H -1.87720 0.40180 -3.08834
H -2.12119 -0.68498 -4.49025
H -0.63012 -2.93730 0.01971
H 0.33193 -1.63549 0.79065
H 0.45324 -4.63791 1.62225
H 1.75022 -3.47867 2.03755
H -1.23041 -2.90111 2.65228
H -0.16599 -3.81240 3.80079
H 1.34453 -1.45179 2.87957
H -0.23101 -0.84784 3.54416
H 0.89738 -1.90479 4.55873
C 1.00180 -1.75144 11.54833
C 1.90138 -2.32179 10.47001
O 1.29678 -2.21310 9.17433
C 1.33170 -0.99651 8.62266
O 1.82439 -0.01390 9.10640
O 0.70297 -1.06098 7.44565
C 0.58466 0.19894 6.78405
H 0.01316 -2.21345 11.50550
H 1.43044 -1.92004 12.53705
H 0.85823 -0.67829 11.41579
H 2.05353 -3.38670 10.65023
H 2.88548 -1.84898 10.47420
H 1.55397 0.68730 6.68488
H -0.11283 0.84013 7.32410
H 0.18857 0.01367 5.78837
C -5.14820 1.48044 -5.64038
C -5.65639 2.73223 -4.95325
O -5.08546 3.91218 -5.53389
C -5.60909 4.28591 -6.70423
O -6.50337 3.73473 -7.28796
O -4.95084 5.37023 -7.12369
C -5.35282 5.82214 -8.41650
H -4.05579 1.46306 -5.64397
H -5.51681 0.58642 -5.13483
H -5.47083 1.44315 -6.68194
H -5.34720 2.72025 -3.90734
H -6.74672 2.78480 -4.96767
H -6.43115 5.97193 -8.46531
H -5.03083 5.10984 -9.17690
H -4.86054 6.77555 -8.59921
C -9.52990 1.42634 -5.56555
C -9.98727 0.69358 -4.31967
O -9.32340 -0.56803 -4.18285
C -8.06318 -0.50670 -3.74040
O -7.46565 0.49456 -3.44645
O -7.57818 -1.74889 -3.70237
C -6.19807 -1.81755 -3.33188
H -9.64687 0.79212 -6.44680
H -10.10533 2.34218 -5.70785
H -8.47373 1.69197 -5.50197
H -11.05245 0.47336 -4.39787
H -9.84735 1.29911 -3.42196
H -6.01298 -1.29456 -2.39498
H -5.58010 -1.40639 -4.12689
H -5.94301 -2.86777 -3.19906
C 3.50618 -4.27904 6.59603
C 3.09560 -5.04822 7.83575
O 3.83506 -6.26994 7.95961
C 5.08868 -6.13758 8.40030
O 5.62690 -5.10663 8.70427
O 5.64773 -7.35046 8.42622
C 7.02683 -7.34000 8.79422
H 3.42500 -4.91155 5.70921
H 2.87670 -3.39742 6.46369
H 4.54510 -3.95215 6.66002
H 2.04491 -5.32849 7.75592
H 3.20101 -4.44312 8.73793
H 7.18058 -6.81476 9.73663
H 7.62056 -6.88433 8.00111
H 7.34210 -8.37449 8.91707
```

SMILES = CCCCCCCCCCCCCCCCCCCCP(CCCF)OCCCC.CCOC(=O)OC.CCOC(=O)OC.CCOC(=O)OC.CCOC(=O)OC
E_tot = -3110.4955 Ha
M = 863.14 g mol⁻¹
relative energy (zero: lowest compared OMol25 entry of this formula, charge and spin) = 0.000 eV

---

2.
Formula: C25H33As2N5O9PdS
Source: the OMol25 dataset
Level of theory: the ωB97M-V functional and the def2-TZVPD basis

XYZ file:
```
76
C25H33As2N5O9PdS | the OMol25 dataset | the ωB97M-V functional and the def2-TZVPD basis
Pd 0.72474 0.64134 -0.73927
C 0.15579 5.48313 -0.00976
N 0.02082 4.74296 -1.26089
C -0.78016 5.10573 -2.32652
C -0.63092 4.16885 -3.27829
N 0.27183 3.22995 -2.78838
C 0.66328 3.59945 -1.53777
S 1.74909 2.83283 -0.46493
C 0.76790 2.14187 -3.56122
C 0.98617 2.32150 -4.91715
C 1.42320 1.23751 -5.65803
C 1.65218 0.02806 -5.01890
C 1.43693 -0.04579 -3.65763
N 0.98425 0.99015 -2.93719
H -0.55528 6.30372 -0.02366
H 1.16527 5.87581 0.08730
H -0.05223 4.81965 0.82671
H -1.38700 5.99313 -2.30812
H -1.10305 4.06479 -4.23781
H 0.84151 3.28782 -5.37802
H 1.59728 1.34419 -6.71994
H 2.00000 -0.83956 -5.55997
H 1.63050 -0.95389 -3.10093
C 6.05200 -1.42937 -1.23383
N 4.64742 -1.44370 -0.86164
C 3.79216 -0.42604 -1.03216
N 4.25608 0.71212 -1.58900
O 2.58931 -0.56785 -0.69759
H 6.49217 -2.38081 -0.95200
H 6.59356 -0.64548 -0.70143
H 6.18224 -1.29929 -2.30942
H 4.23275 -2.28691 -0.50183
H 5.24087 0.85899 -1.72673
H 3.65764 1.52364 -1.53866
C 3.18183 -0.58281 3.25351
O 2.09294 0.02076 2.52098
C 1.23530 -0.79178 1.92398
O 1.30697 -1.99884 1.88113
C 0.21770 0.00357 1.17806
C -0.97063 0.35601 1.71066
As -1.41719 -0.48692 3.42094
C -3.20929 0.14279 3.86685
C -1.96377 -2.21170 2.57396
C -1.81869 -2.54479 1.29230
As -0.82585 -1.72135 -0.22346
C -2.39025 -0.97747 -1.15332
C -2.12800 -3.75218 0.46809
O -1.48954 -3.70559 -0.60984
O -2.94603 -4.73418 0.61225
C -3.99563 -4.84426 1.60946
C -2.59989 -3.07056 3.63834
O -3.68918 -2.79612 4.05941
O -1.94162 -4.14229 4.06737
C -0.59548 -4.42569 3.63330
C -1.76279 1.28763 0.86185
O -1.32947 1.73801 -0.19639
O -2.94542 1.60476 1.33639
C -3.73096 2.53551 0.55937
H 3.35401 0.05007 4.11804
H 4.06209 -0.59339 2.61398
H 2.92614 -1.59360 3.55611
H -3.13093 1.20970 4.06643
H -3.50811 -0.37695 4.77382
H -3.92951 -0.04457 3.07802
H -3.14768 -0.60853 -0.46448
H -2.80585 -1.80216 -1.73209
H -2.08012 -0.18419 -1.82974
H -4.75252 -5.46004 1.13635
H -4.39622 -3.86486 1.84791
H -3.60154 -5.34672 2.48784
H -0.60896 -4.92022 2.66172
H -0.19339 -5.10342 4.37918
H 0.00730 -3.52412 3.58130
H -4.67321 2.62766 1.08754
H -3.88357 2.14872 -0.44564
H -3.22129 3.49562 0.51321
```

2S+1 = 3
charge = +2
E_tot = -6920.4811 Ha
M = 835.90 g mol⁻¹
relative energy (zero: lowest compared OMol25 entry of this formula, charge and spin) = 0.000 eV

---

3.
Formula: C33H28BrN6O4S2V
Source: the OMol25 dataset
Level of theory: the ωB97M-V functional and the def2-TZVPD basis

XYZ file:
```
75
C33H28BrN6O4S2V | the OMol25 dataset | the ωB97M-V functional and the def2-TZVPD basis
V 0.28899 0.29429 0.44784
Br -5.17871 1.75356 -0.97028
C -4.62146 0.01630 -0.46220
C -5.61186 -0.90225 -0.11370
C -5.22294 -2.18864 0.19908
C -3.87279 -2.50966 0.13443
C -2.98406 -1.50669 -0.20797
N -3.33557 -0.24787 -0.49086
C -1.55776 -1.89488 -0.32370
O -1.10815 -2.98702 -0.32980
O -0.65295 -0.80606 -0.45948
H -6.64961 -0.60237 -0.10319
H -5.95612 -2.93477 0.47279
H -3.51181 -3.50823 0.33481
C 2.93939 -6.52034 1.76459
C 2.01782 -5.37534 1.34433
C 1.30132 -5.76857 0.04210
C 0.98137 -5.15347 2.45623
C 2.78391 -4.07813 1.10135
C 4.18531 -4.01096 1.14819
C 4.87489 -2.84275 0.88755
C 4.14217 -1.70163 0.60306
S 4.72886 -0.11521 0.18820
C 3.13128 0.42962 0.04518
N 2.19578 -0.46401 0.31191
C 2.74212 -1.72834 0.58970
C 2.07050 -2.92442 0.80451
C 2.65910 1.67837 -0.50468
C 3.45334 2.73216 -0.92375
C 2.86267 3.77105 -1.62936
C 1.50370 3.73512 -1.91427
C 0.69990 2.70825 -1.42857
C 1.27120 1.68009 -0.69427
H 2.34114 -7.41164 1.95254
H 3.48234 -6.28808 2.68360
H 3.65906 -6.77230 0.98379
H 0.74958 -6.69803 0.19062
H 2.02062 -5.92668 -0.76347
H 0.59320 -5.00115 -0.27490
H 0.43195 -6.07842 2.63623
H 0.25351 -4.38345 2.19269
H 1.46825 -4.86171 3.39021
H 4.75476 -4.90034 1.37561
H 5.95679 -2.82391 0.89754
H 0.99564 -2.95646 0.72715
H 4.52010 2.73028 -0.73579
H 3.46634 4.59627 -1.98151
H 1.05795 4.52076 -2.50971
H -0.35509 2.72416 -1.65989
N 4.00659 -1.02748 7.29445
C 3.09013 -0.85136 6.32970
C 3.33012 -1.31492 5.01451
C 2.39719 -1.13323 4.03125
C 1.19248 -0.48782 4.33519
C 0.92855 -0.02891 5.63551
C 1.86387 -0.20638 6.61529
S 0.00949 -0.20959 3.15381
O -1.29123 -0.06941 3.71100
O 0.18045 -1.13983 1.99949
N 0.37590 1.11861 2.20940
C -0.62729 2.06070 2.00680
N -1.01083 1.87606 0.73356
C -2.04093 2.58257 0.25900
C -2.63896 3.50879 1.08858
C -2.12978 3.65127 2.37553
N -1.11911 2.91303 2.85552
H 4.87502 -1.49744 7.11096
H 3.83769 -0.71773 8.23516
H 4.25506 -1.83220 4.79273
H 2.57620 -1.52006 3.03745
H -0.01391 0.45389 5.85801
H 1.66446 0.13936 7.62116
H -2.37495 2.38420 -0.74896
H -3.47934 4.09577 0.75145
H -2.54967 4.37822 3.05999
```

charge = +2
E_tot = -6217.7378 Ha
M = 767.61 g mol⁻¹
relative energy (zero: lowest compared OMol25 entry of this formula, charge and spin) = 0.678 eV

---

4.
Formula: C11H9BrIN2O4
Source: the OMol25 dataset
Level of theory: the ωB97M-V functional and the def2-TZVPD basis

XYZ file:
```
28
C11H9BrIN2O4 | the OMol25 dataset | the ωB97M-V functional and the def2-TZVPD basis
C -0.82512 -3.19802 4.83536
C -0.02648 -2.72714 3.44745
C -0.89348 -2.52375 2.08327
C -0.17999 -2.05658 0.67295
C 1.47561 -1.89289 0.85454
Br 2.60989 -1.35449 -0.72302
N 2.00321 -2.18376 2.22117
I 4.10426 -2.01461 2.33053
N 1.44395 -2.52865 3.40014
H -0.12959 -3.17582 5.77765
H -1.83254 -2.61341 4.99584
H -1.11933 -4.34294 4.67456
H -2.06367 -2.68481 2.14240
H -0.74592 -1.89123 -0.33920
C -1.06706 1.69766 -3.47667
C -1.22588 3.02142 -3.53269
C -0.43046 3.93343 -2.66483
O -0.58486 5.14650 -2.75223
C 0.52066 3.32909 -1.71892
C 0.67682 2.00513 -1.66063
C -0.09854 1.09520 -2.54775
O 0.08021 -0.11646 -2.48391
O 1.56695 1.43036 -0.77209
O -2.13619 3.59481 -4.40142
H -1.63699 1.02322 -4.10328
H 1.07937 4.00238 -1.08153
H 1.49812 0.46243 -0.92333
H -2.06295 4.56295 -4.25439
```

charge = +1
E_tot = -3706.2044 Ha
M = 440.01 g mol⁻¹
relative energy (zero: lowest compared OMol25 entry of this formula, charge and spin) = 6.636 eV

---

5.
Formula: C3H5BiO4
Source: the OMol25 dataset
Level of theory: the ωB97M-V functional and the def2-TZVPD basis

XYZ file:
```
13
C3H5BiO4 | the OMol25 dataset | the ωB97M-V functional and the def2-TZVPD basis
O 1.27756 0.83923 -0.70315
C 1.63495 -0.23651 -0.20152
C -1.11107 0.57185 0.08097
O 2.81469 -0.67022 -0.04454
O 0.70921 -0.96980 0.44526
C -0.62655 -0.86637 -0.04208
Bi 4.62202 0.16354 -0.07153
H -1.13601 1.05748 -0.90781
H -0.68691 1.05087 0.97835
H -0.65000 -1.18926 -1.09027
H -1.23127 -1.53668 0.57955
O -2.63082 0.44889 0.44961
H -2.98580 1.33698 0.52715
```

2S+1 = 2
charge = +1
E_tot = -632.5064 Ha
M = 314.05 g mol⁻¹
relative energy (zero: lowest compared OMol25 entry of this formula, charge and spin) = 1.408 eV

---

6.
Formula: C3H4ClNS
Source: the OMol25 dataset
Level of theory: the ωB97M-V functional and the def2-TZVPD basis

XYZ file:
```
10
C3H4ClNS | the OMol25 dataset | the ωB97M-V functional and the def2-TZVPD basis
C -1.31350 1.12959 -0.05154
C -1.18051 -0.18401 -0.08982
Cl -2.56577 -1.17164 -0.01296
C 0.14428 -0.73794 0.01890
N 1.14475 0.01701 0.04796
S 2.71155 -0.83674 -0.04716
H -0.38932 1.74579 -0.02302
H -2.27818 1.64899 0.05958
H 0.34710 -1.89213 0.02036
H 3.37959 0.28108 0.07770
```

SMILES = C=C(Cl)/C=N/S
E_tot = -1029.7797 Ha
M = 121.59 g mol⁻¹
relative energy (zero: lowest compared OMol25 entry of this formula, charge and spin) = 1.371 eV

---

7.
Formula: C10H10N3O
Source: the OMol25 dataset
Level of theory: the ωB97M-V functional and the def2-TZVPD basis

XYZ file:
```
24
C10H10N3O | the OMol25 dataset | the ωB97M-V functional and the def2-TZVPD basis
O -2.03420 -2.71504 0.05042
C -0.95471 -2.18939 -0.12297
N 0.32934 -2.47573 -0.06444
C 1.21053 -1.38954 -0.10888
C 2.55453 -1.47025 -0.16430
C 3.33677 -0.27560 -0.25352
C 2.66726 0.95006 -0.20620
C 1.26100 1.06835 -0.12009
C 0.56020 -0.10800 -0.07528
C -0.97746 -0.33757 -0.01944
C -1.92270 0.10816 1.14260
N -3.01914 0.63551 0.39438
C -2.77743 0.66484 -0.91099
N -1.66704 0.10521 -1.19304
H 0.64577 -3.40000 0.07572
H 3.18634 -2.39805 -0.43469
H 4.47210 -0.37418 -0.09046
H 3.37965 1.86422 -0.04973
H 0.80052 1.94031 -0.31398
H -2.24567 -0.69746 1.95419
H -1.42526 0.84454 1.85746
H -3.81598 1.02025 0.86047
H -3.41702 0.83008 -1.67640
H -1.30283 -0.36934 -2.07692
```

SMILES = O=C1Nc2ccccc2[C@]12CNC=[NH+]2
charge = +1
E_tot = -626.2862 Ha
M = 188.21 g mol⁻¹
relative energy (zero: lowest compared OMol25 entry of this formula, charge and spin) = 0.000 eV

---

8.
Formula: C12H17Br4IrO9P3
Source: the OMol25 dataset
Level of theory: the ωB97M-V functional and the def2-TZVPD basis

XYZ file:
```
46
C12H17Br4IrO9P3 | the OMol25 dataset | the ωB97M-V functional and the def2-TZVPD basis
Ir 0.29217 0.04535 0.73236
O 3.45945 0.36952 1.84488
P 3.00177 1.15524 0.51862
O 4.04549 1.98532 -0.05744
O 2.24544 0.07839 -0.28989
O 1.72006 2.00323 1.17714
P 0.63451 2.89628 0.26454
O 0.21238 4.02391 1.29392
O 1.20326 3.41146 -0.96560
O -0.54056 1.85889 0.19463
H 4.17503 0.84019 2.27949
H -0.21428 3.69046 2.08758
Br -4.36888 0.12067 6.02870
C -3.59794 -0.04229 4.33143
C -4.45026 -0.12647 3.17066
Br -6.31103 -0.04800 3.38227
C -3.91017 -0.26592 1.92498
Br -4.93433 -0.41679 0.36285
C -2.48912 -0.31340 1.75094
O -1.94437 -0.48570 0.62656
C -1.63206 -0.20476 2.92603
O -0.36103 -0.26227 2.77041
C -2.23222 -0.08619 4.20501
Br -1.05680 0.00371 5.66836
C -1.24346 -3.65857 1.51033
C -0.63997 -3.53058 0.10964
P 0.69022 -2.29853 -0.02551
C 2.00463 -2.85385 1.10773
C 2.72106 -4.14813 0.72126
C 1.29308 -2.38392 -1.74553
C 1.23351 -3.75260 -2.42671
H -2.02390 -4.41919 1.51055
H -1.69044 -2.72108 1.83577
H -0.49714 -3.95348 2.24852
H -1.40326 -3.24291 -0.61681
H -0.22450 -4.48728 -0.21629
H 1.52897 -2.94634 2.08674
H 2.71379 -2.02925 1.18536
H 2.03100 -4.98760 0.61698
H 3.44373 -4.40992 1.49485
H 3.26910 -4.03310 -0.21370
H 2.30294 -1.97378 -1.73027
H 0.69177 -1.66138 -2.30180
H 1.77378 -4.52004 -1.87344
H 1.68598 -3.67907 -3.41650
H 0.20642 -4.09163 -2.56237
```

2S+1 = 6
E_tot = -12569.2290 Ha
M = 910.01 g mol⁻¹
relative energy (zero: lowest compared OMol25 entry of this formula, charge and spin) = 0.241 eV